Entry from the OMol25 dataset: a cluster of 9 separate species, C34H90N4O13 in total at a distorted geometry (wB97M-V/def2-TZVPD).

Last column: Löwdin charge in e.
Atoms and positions in Å:
C (-2.56293, 0.56235, 8.47660)  -0.078
O (-1.53735, -0.46079, 8.43624)  -0.223
C (-0.49831, -0.18619, 9.40645)  -0.209
C (0.62053, -1.24370, 9.15574)  -0.180
N (0.00142, -2.57469, 8.97747)  -0.073
C (-0.80751, -3.04409, 10.08606)  -0.220
C (-1.35166, -4.44143, 9.82334)  -0.209
O (-2.54407, -4.51643, 9.02751)  -0.199
C (-2.33957, -3.98174, 7.68206)  -0.077
H (-3.23399, 0.39080, 9.31824)  0.086
H (-2.96171, 0.65537, 7.46644)  0.090
H (-2.14448, 1.51800, 8.79241)  0.074
H (-0.83024, -0.40299, 10.42179)  0.110
H (-0.01405, 0.78135, 9.27427)  0.119
H (1.29828, -1.15770, 10.00507)  0.112
H (1.18667, -1.09063, 8.23696)  0.112
H (-0.60483, -2.37494, 8.19474)  0.054
H (-1.60439, -2.32326, 10.26907)  0.114
H (-0.19544, -3.21933, 10.97081)  0.122
H (-1.61528, -4.80667, 10.81591)  0.119
H (-0.63204, -5.02929, 9.25354)  0.119
H (-3.28185, -4.21714, 7.18730)  0.090
H (-1.42812, -4.39664, 7.25167)  0.089
H (-2.22022, -2.89830, 7.67992)  0.059
C (2.98880, -4.97018, -3.02759)  -0.093
O (2.94195, -5.15296, -4.46290)  -0.214
C (3.13095, -6.52470, -4.88078)  -0.190
C (3.92233, -6.57098, -6.26540)  -0.198
N (4.15109, -7.92346, -6.76137)  -0.080
C (5.15040, -7.96175, -7.74333)  -0.246
C (5.35501, -9.41727, -8.20733)  -0.222
O (6.48435, -9.46317, -9.02417)  -0.216
C (7.05425, -10.72229, -9.41291)  -0.083
H (4.03394, -5.00316, -2.71987)  0.082
H (2.49866, -5.82897, -2.56896)  0.076
H (2.50389, -4.06355, -2.66566)  0.084
H (2.14642, -6.91942, -5.13177)  0.114
H (3.60823, -7.11014, -4.09493)  0.111
H (4.81380, -5.99465, -6.01798)  0.107
H (3.41029, -5.91048, -6.96515)  0.116
H (4.58569, -8.37878, -5.97149)  0.108
H (6.02051, -7.49286, -7.28381)  0.122
H (4.89741, -7.46471, -8.67983)  0.128
H (4.52879, -9.67121, -8.87139)  0.129
H (5.52733, -10.02009, -7.31570)  0.121
H (8.00287, -10.69883, -9.94925)  0.085
H (6.29052, -11.20737, -10.02079)  0.081
H (7.18637, -11.33096, -8.51839)  0.078
C (2.47967, 7.25498, -0.24514)  -0.135
O (2.30957, 6.61032, 1.01283)  -0.189
C (2.86015, 5.26923, 0.97107)  -0.201
C (2.46025, 4.41368, 2.18110)  -0.215
N (2.58777, 3.00665, 1.86677)  -0.054
C (2.43281, 2.16999, 3.05610)  -0.237
C (2.72077, 0.74207, 2.78979)  -0.217
O (1.67297, 0.24595, 1.91059)  -0.194
C (1.06755, -1.05894, 2.14368)  -0.085
H (2.04242, 6.81573, -1.14177)  0.081
H (3.53130, 7.31166, -0.52616)  0.076
H (2.21871, 8.31328, -0.24113)  0.082
H (3.94110, 5.40295, 0.92866)  0.116
H (2.57149, 4.85090, 0.00683)  0.114
H (1.43015, 4.73377, 2.33782)  0.118
H (3.03639, 4.74001, 3.04694)  0.120
H (1.75567, 2.80701, 1.33026)  0.104
H (1.43052, 2.28093, 3.46989)  0.126
H (3.18130, 2.57968, 3.73433)  0.120
H (2.83085, 0.27542, 3.76869)  0.115
H (3.74416, 0.59367, 2.44522)  0.120
H (0.25209, -1.03515, 2.86656)  0.079
H (1.81655, -1.79272, 2.44144)  0.077
H (0.71359, -1.52410, 1.22366)  0.077
C (-3.34218, 3.85182, 2.56472)  -0.085
O (-2.44064, 2.93742, 1.88032)  -0.194
C (-3.02619, 1.66788, 1.65050)  -0.225
C (-2.14781, 1.01104, 0.52979)  -0.174
N (-2.61204, 1.39259, -0.84249)  -0.065
C (-1.55255, 1.26183, -1.80357)  -0.246
C (-2.12906, 1.57594, -3.18500)  -0.189
O (-1.00254, 1.26176, -4.04155)  -0.205
C (-1.18811, 1.30997, -5.44425)  -0.118
H (-4.18035, 4.00524, 1.88500)  0.069
H (-3.00288, 4.88194, 2.67349)  0.079
H (-3.68388, 3.54947, 3.55463)  0.082
H (-4.09046, 1.61911, 1.42018)  0.122
H (-2.82478, 1.00168, 2.48937)  0.108
H (-2.23246, -0.06767, 0.66140)  0.109
H (-1.14969, 1.40982, 0.71099)  0.105
H (-3.16739, 2.23018, -0.74181)  0.104
H (-1.15027, 0.25370, -1.90330)  0.119
H (-0.63418, 1.78013, -1.52777)  0.118
H (-2.26130, 2.63525, -2.96480)  0.108
H (-3.10995, 1.21921, -3.49915)  0.126
H (-0.20974, 1.05542, -5.85179)  0.085
H (-1.60977, 2.24664, -5.80887)  0.084
H (-1.85177, 0.51898, -5.79350)  0.079
C (-4.50031, 9.75308, 7.19244)  -0.082
C (-5.07934, 10.24317, 5.84149)  -0.312
O (-4.21763, 9.68980, 4.86004)  -0.096
H (-3.52512, 10.12628, 7.50523)  0.073
H (-4.52421, 8.66383, 7.22477)  0.071
H (-5.22653, 10.09815, 7.92840)  0.063
H (-5.06779, 11.32808, 5.73692)  0.103
H (-6.11489, 9.94538, 5.67698)  0.102
H (-4.29858, 10.10331, 3.99745)  0.078
C (2.03150, -3.47619, -11.31941)  -0.091
C (1.26499, -3.17333, -10.03466)  -0.321
O (0.23599, -4.15015, -9.74344)  -0.084
H (1.33195, -3.41389, -12.15298)  0.072
H (2.50246, -4.45177, -11.19883)  0.075
H (2.84267, -2.75393, -11.41136)  0.073
H (0.83732, -2.17325, -9.96367)  0.104
H (2.09053, -3.19372, -9.32321)  0.097
H (0.09835, -4.12992, -8.79358)  0.073
C (-5.82257, -4.62078, 1.70582)  -0.104
C (-4.36579, -4.98994, 1.92734)  -0.312
O (-3.81578, -5.49880, 0.70500)  -0.086
H (-6.51775, -5.45273, 1.59316)  0.069
H (-6.08001, -3.89065, 0.93853)  0.076
H (-6.02549, -4.07816, 2.62912)  0.066
H (-4.15241, -5.66137, 2.75906)  0.108
H (-3.93154, -4.04363, 2.24988)  0.104
H (-4.19094, -6.36471, 0.52877)  0.077
C (-3.06833, 6.57466, -0.86583)  -0.054
C (-4.56942, 6.32279, -1.30898)  -0.315
O (-5.12167, 5.27315, -0.55663)  -0.090
H (-2.64160, 7.45193, -1.35203)  0.067
H (-2.61242, 5.64993, -1.21955)  0.057
H (-2.77798, 6.58077, 0.18477)  0.065
H (-4.76668, 6.18957, -2.37267)  0.104
H (-5.14209, 7.23064, -1.11930)  0.092
H (-6.05786, 5.16338, -0.73853)  0.083
C (3.40540, 5.55448, -5.66467)  -0.091
C (3.41494, 4.41597, -4.65168)  -0.358
O (2.19165, 4.47401, -4.07399)  -0.085
H (2.50038, 5.53085, -6.27170)  0.075
H (4.32169, 5.36170, -6.22265)  0.067
H (3.52860, 6.53102, -5.19637)  0.072
H (4.13614, 4.71139, -3.88965)  0.113
H (3.48533, 3.42632, -5.10304)  0.119
H (1.57393, 3.76740, -4.27577)  0.088

Charge: 0
SMILES string: COCCNCCOC.COCCNCCOC.COCCNCCOC.COCCNCCOC.CCO.CCO.CCO.CCO.CCO
Gap between HOMO and LUMO in eV: 8.70
LUMO in eV: 0.3
Energy relative to the best compared isomer or geometry (same formula, charge and spin) in kcal/mol: 138.99
Max |F| in hartree/bohr: 0.081